A cluster of 9 separate species, FH16O8 in total at a distorted geometry. Source: OMol25; level of theory: ωB97M-V/def2-TZVPD.

Atoms and positions in Å:
F  -0.14  -0.28  -0.08
O  1.12  0.76  2.98
H  0.29  0.85  2.52
H  1.15  1.64  3.36
O  1.11  -1.09  -2.65
H  0.61  -0.92  -1.89
H  0.88  -1.91  -3.05
O  -1.32  1.16  1.79
H  -0.95  0.71  1.05
H  -1.28  2.07  1.57
O  -1.96  -1.05  -1.74
H  -1.30  -0.75  -1.07
H  -1.76  -1.98  -1.73
O  -1.34  2.21  -1.41
H  -1.01  1.38  -1.74
H  -1.21  2.83  -2.11
O  -0.90  -2.42  1.18
H  -0.72  -1.67  0.64
H  -0.25  -2.31  1.87
O  1.58  1.60  -0.28
H  0.90  0.89  -0.34
H  1.26  2.34  -0.78
O  2.01  -1.21  0.89
H  1.18  -0.81  0.58
H  2.04  -2.03  0.41

Computed properties:
charge	-1
max |F|	2.857	eV/Å
energy above the lowest of the compared OMol25 structures with the same formula, charge and spin	132.5	kJ/mol
HOMO energy	-6.80	eV
total energy	-19360.3377	eV

Here are the natural (NBO) charges for atoms 1 to 2, given in e: -0.82 -0.95


The molecule FH2IP2 at a distorted geometry. Source: OMol25; level of theory: ωB97M-V/def2-TZVPD.

Atoms and positions in Å:
F  1.59  -0.30  -1.96
P  2.35  -0.28  -0.15
P  0.41  0.41  0.57
I  3.46  1.81  -0.34
H  0.80  0.33  1.77
H  -0.12  -0.95  0.59

Computed properties:
SMILES string	FP(#[PH2])I
charge	0
max |F|	5.044	eV/Å
energy above the lowest of the compared OMol25 structures with the same formula, charge and spin	97.8	kJ/mol
HOMO energy	-9.57	eV
total energy	-29427.5372	eV

Here are the natural (NBO) charges for atoms 1 to 2, given in e: -0.62 0.65


A cluster of 3 separate species, FH2IP2 in total at a distorted geometry. Source: OMol25; level of theory: ωB97M-V/def2-TZVPD.

Atoms and positions in Å:
F  -1.42  -1.07  -0.71
P  0.10  -0.61  -1.15
P  0.03  1.35  -0.34
I  2.20  2.09  -1.14
H  -0.61  -0.63  2.07
H  -0.30  -1.13  1.27

Computed properties:
charge	0
max |F|	4.881	eV/Å
energy above the lowest of the compared OMol25 structures with the same formula, charge and spin	185.9	kJ/mol
HOMO energy	-8.91	eV
total energy	-29426.6232	eV

Here are the natural (NBO) charges for atoms 1 to 2, given in e: -0.59 0.68


A cluster of 3 separate species, FH2N2O2S in total at a distorted geometry. Source: OMol25; level of theory: ωB97M-V/def2-TZVPD.

Atoms and positions in Å:
N  0.22  -1.93  0.11
N  0.14  -1.64  1.33
O  0.88  -2.88  -0.48
O  -0.85  0.03  0.96
F  1.23  2.03  -0.73
S  -0.36  1.42  1.57
H  -0.44  -1.44  -0.44
H  0.51  1.86  -0.14

Computed properties:
charge	-1
max |F|	2.433	eV/Å
energy above the lowest of the compared OMol25 structures with the same formula, charge and spin	261.2	kJ/mol
HOMO energy (alpha / beta)	-3.80 / -3.58	eV
total energy	-20656.6395	eV

Here are the natural (NBO) charges for atoms 1 to 2, given in e: 0.07 -0.03


A cluster of 2 separate species, FH2NO2P in total. Source: OMol25; level of theory: ωB97M-V/def2-TZVPD.

Atoms and positions in Å:
N  0.32  -0.67  -0.06
O  1.77  -2.85  0.26
O  2.64  -1.03  -1.32
F  -1.94  0.58  1.37
P  1.60  -1.55  -0.39
H  -1.23  0.07  0.96
H  0.42  0.17  -0.63

Computed properties:
charge	-1
max |F|	0.917	eV/Å
energy above the lowest of the compared OMol25 structures with the same formula, charge and spin	139.1	kJ/mol
HOMO energy	-5.44	eV
total energy	-17627.8046	eV

Here are the natural (NBO) charges for atoms 1 to 2, given in e: -1.41 -1.11


The molecule FH2NO2Si at a distorted geometry. Source: OMol25; level of theory: ωB97M-V/def2-TZVPD.

Atoms and positions in Å:
O  1.93  0.15  0.47
N  0.91  -0.43  0.24
O  0.79  -1.62  0.21
Si  -0.75  0.39  -0.24
F  -1.47  0.47  1.17
H  -0.95  -0.78  -1.30
H  -0.45  1.82  -0.54

Computed properties:
SMILES string	O=[N+]([O-])[SiH2]F
charge	0
max |F|	2.255	eV/Å
energy above the lowest of the compared OMol25 structures with the same formula, charge and spin	43.6	kJ/mol
HOMO energy	-10.62	eV
total energy	-16210.8592	eV

Here are the natural (NBO) charges for atoms 1 to 2, given in e: -0.38 0.25


The molecule FH2NS2 at a distorted geometry. Source: OMol25; level of theory: ωB97M-V/def2-TZVPD.

Atoms and positions in Å:
F  1.77  -1.07  0.37
S  1.42  0.48  -0.33
N  -0.20  -0.04  -0.51
S  -1.55  0.67  0.35
H  -0.34  -0.48  -1.36
H  -1.10  0.44  1.49

Computed properties:
SMILES string	FSNS
charge	0
max |F|	3.814	eV/Å
energy above the lowest of the compared OMol25 structures with the same formula, charge and spin	46.2	kJ/mol
HOMO energy	-9.17	eV
total energy	-25908.5660	eV

Here are the natural (NBO) charges for atoms 1 to 2, given in e: -0.51 0.73


A structure of composition FH3N2O at a distorted geometry. Source: OMol25; level of theory: ωB97M-V/def2-TZVPD.

Atoms and positions in Å:
N  -0.25  0.25  -0.40
N  -0.29  -0.88  0.08
O  0.52  -1.73  0.19
F  1.90  2.01  -0.20
H  1.15  1.18  -0.14
H  -1.16  0.66  -0.55
H  -1.86  -1.49  1.02

Computed properties:
charge	0
max |F|	4.762	eV/Å
energy above the lowest of the compared OMol25 structures with the same formula, charge and spin	340.3	kJ/mol
HOMO energy (alpha / beta)	-11.35 / -10.92	eV
total energy	-7787.6954	eV

Here are the natural (NBO) charges for atoms 1 to 2, given in e: -0.47 0.36


A structure of composition FH3OP2 at a distorted geometry. Source: OMol25; level of theory: ωB97M-V/def2-TZVPD.

Atoms and positions in Å:
O  0.10  2.23  0.53
F  -0.52  -1.40  -1.39
P  -0.29  1.34  -0.71
P  0.44  -0.72  -0.22
H  -0.38  1.91  1.28
H  1.12  -2.31  -0.33
H  -0.47  -1.04  0.84

Computed properties:
charge	0
max |F|	3.845	eV/Å
energy above the lowest of the compared OMol25 structures with the same formula, charge and spin	312.5	kJ/mol
HOMO energy (alpha / beta)	-8.03 / -7.61	eV
total energy	-23388.5235	eV

Here are the natural (NBO) charges for atoms 1 to 2, given in e: -0.96 -0.60


A cluster of 26 separate species, FH50O25 in total at a distorted geometry. Source: OMol25; level of theory: ωB97M-V/def2-TZVPD.

Atoms and positions in Å:
F  0.05  0.35  0.23
O  1.71  3.15  2.76
H  1.39  2.83  1.92
H  1.50  2.46  3.38
O  -4.38  -0.09  1.88
H  -3.84  0.17  1.14
H  -5.13  0.50  1.84
O  3.53  -2.79  2.63
H  2.63  -2.91  2.92
H  3.50  -2.06  2.01
O  1.42  1.65  -2.29
H  2.29  1.97  -2.52
H  1.54  1.23  -1.43
O  1.55  1.27  4.91
H  1.91  0.60  5.49
H  1.05  0.78  4.26
O  -4.01  -2.38  -0.29
H  -3.15  -2.70  -0.59
H  -3.88  -1.44  -0.16
O  -0.52  3.02  0.60
H  -0.17  2.22  0.19
H  -0.32  3.72  -0.02
O  0.04  -1.44  -2.87
H  -0.25  -1.37  -1.97
H  0.59  -0.67  -3.01
O  -2.91  0.16  -0.56
H  -3.03  0.24  -1.50
H  -2.16  0.72  -0.37
O  0.96  -2.40  3.85
H  0.48  -1.69  3.42
H  0.34  -3.12  3.89
O  1.35  -3.53  0.47
H  1.79  -2.69  0.40
H  0.42  -3.31  0.54
O  -1.99  -4.16  -1.41
H  -1.53  -4.87  -0.96
H  -1.55  -3.37  -1.11
O  0.32  0.14  2.96
H  0.32  0.09  2.00
H  -0.57  0.39  3.19
O  -1.40  3.55  -3.48
H  -2.07  4.22  -3.36
H  -0.95  3.51  -2.63
O  4.44  -1.20  -2.03
H  3.93  -2.00  -2.02
H  4.53  -0.96  -1.11
O  1.84  -3.46  -2.96
H  1.28  -4.18  -3.26
H  1.25  -2.70  -2.92
O  -3.77  2.87  -1.60
H  -3.65  2.15  -2.23
H  -3.41  2.53  -0.78
O  4.85  -0.45  0.60
H  4.67  0.36  1.08
H  5.38  -0.97  1.20
O  0.29  4.82  -1.32
H  0.87  4.61  -2.05
H  -0.04  5.70  -1.52
O  2.28  -1.07  -0.24
H  3.01  -0.58  0.13
H  1.50  -0.55  -0.03
O  -0.92  -2.17  0.41
H  -1.34  -2.27  1.27
H  -0.57  -1.28  0.42
O  -2.90  -2.03  2.66
H  -3.57  -2.67  2.41
H  -3.32  -1.18  2.57
O  2.18  -0.12  -4.69
H  1.35  0.07  -4.26
H  2.83  0.32  -4.14
O  -2.99  0.68  -3.11
H  -3.29  -0.18  -3.41
H  -2.09  0.74  -3.42
O  -0.79  4.48  2.90
H  -0.05  5.05  2.68
H  -0.64  3.68  2.39

Computed properties:
charge	-1
max |F|	1.501	eV/Å
HOMO energy	-7.29	eV
total energy	-54722.4420	eV

Here are the Mulliken charges for atoms 1 to 2, given in e: -0.88 -0.65


- What is the charge in the third record?
  0


- Which formula does entry 9 have?
  FH3OP2


- Which value of max |F| does entry 8 give?
  4.762 eV/Å